# C82H69N3O13

A cluster of 6 separate species, C82H69N3O13 in total (ωB97M-V/def2-TZVPD, the Open Molecules 2025 dataset).

HOMO-LUMO gap = 8.02 eV
HOMO = -9.1640 eV
Lowest unoccupied orbital energy = -1.147 eV
Structure (SMILES) = COCCCCCCO[C@H](N)[C@H](N)C[C@H](O)CN.O=C1c2ccccc2C(=O)c2ccccc21.O=C1c2ccccc2C(=O)c2ccccc21.O=C1c2ccccc2C(=O)c2ccccc21.O=C1c2ccccc2C(=O)c2ccccc21.O=C1c2ccccc2C(=O)c2ccccc21
Max |F| = 0.6 eV/Å
2S+1 = 1

Each line ends with the Mulliken charge.
Geometry (Å):
C -3.33 -7.09 3.55  -0.19
O -4.15 -6.57 2.53  -0.38
C -3.65 -6.72 1.21  -0.15
C -3.55 -5.39 0.47  -0.81
C -3.08 -4.19 1.29  -0.95
C -1.56 -4.00 1.33  -0.23
C -0.87 -4.45 2.63  0.13
C 0.23 -5.44 2.34  -0.58
O 0.90 -5.83 3.53  -0.24
C 0.84 -7.19 3.86  0.14
N 0.78 -7.24 5.32  -0.66
C 2.01 -7.97 3.25  -0.06
N 3.31 -7.57 3.79  -0.69
C 2.07 -7.90 1.73  -1.26
C 0.97 -8.67 1.02  0.18
O 1.56 -9.93 0.65  -0.59
C 0.37 -7.98 -0.20  -0.39
N 1.33 -7.16 -0.94  -0.69
H -3.40 -8.18 3.60  0.34
H -3.67 -6.67 4.49  0.25
H -2.28 -6.80 3.41  -0.26
H -4.34 -7.37 0.67  0.42
H -2.69 -7.25 1.23  -0.02
H -2.88 -5.53 -0.38  0.33
H -4.53 -5.18 0.05  0.36
H -3.48 -4.25 2.30  0.46
H -3.52 -3.31 0.84  0.42
H -1.13 -4.57 0.50  0.41
H -1.31 -2.96 1.12  -0.02
H -0.47 -3.59 3.15  -0.22
H -1.62 -4.90 3.29  0.32
H -0.20 -6.31 1.84  0.00
H 0.95 -4.98 1.67  0.46
H -0.09 -7.65 3.52  -0.14
H 1.09 -8.16 5.64  0.37
H 1.48 -6.59 5.67  0.22
H 1.83 -9.02 3.51  0.67
H 3.31 -6.61 4.10  0.22
H 3.59 -8.16 4.57  0.30
H 3.02 -8.33 1.43  0.68
H 2.11 -6.86 1.42  0.15
H 0.16 -8.87 1.72  0.37
H 0.85 -10.57 0.53  0.38
H -0.53 -7.42 0.09  -0.09
H 0.03 -8.76 -0.87  0.54
H 0.94 -6.94 -1.85  0.28
H 1.44 -6.26 -0.48  0.23
O 0.66 0.45 4.38  -0.64
C 1.81 0.05 4.37  0.63
C 2.15 -1.31 4.88  0.26
C 1.13 -2.13 5.33  -0.61
C 1.41 -3.42 5.74  -0.49
C 2.72 -3.88 5.72  -0.46
C 3.75 -3.05 5.31  -1.09
C 3.47 -1.76 4.88  0.57
C 4.59 -0.89 4.41  0.46
O 5.74 -1.28 4.46  -0.68
C 4.24 0.45 3.86  0.40
C 5.25 1.26 3.36  -0.65
C 4.94 2.49 2.80  -0.78
C 3.61 2.91 2.75  -0.23
C 2.61 2.12 3.28  -0.68
C 2.92 0.89 3.83  -0.06
H 0.12 -1.76 5.33  0.58
H 0.61 -4.07 6.05  0.34
H 2.95 -4.89 6.04  0.63
H 4.78 -3.40 5.30  0.49
H 6.27 0.91 3.39  0.49
H 5.72 3.11 2.39  0.42
H 3.37 3.87 2.30  0.44
H 1.58 2.45 3.25  0.61
O 0.43 4.04 -2.78  -0.72
C 0.50 2.83 -2.68  0.64
C 0.78 1.98 -3.87  0.27
C 1.00 2.58 -5.10  -0.52
C 1.29 1.81 -6.21  -0.68
C 1.38 0.42 -6.09  -0.25
C 1.15 -0.19 -4.87  -0.56
C 0.85 0.58 -3.75  0.17
C 0.60 -0.10 -2.45  0.59
O 0.61 -1.31 -2.36  -0.73
C 0.34 0.76 -1.26  0.16
C 0.15 0.16 -0.02  -0.87
C -0.07 0.94 1.10  0.06
C -0.10 2.32 0.99  -1.01
C 0.08 2.93 -0.24  -0.83
C 0.30 2.15 -1.37  0.32
H 0.94 3.66 -5.17  0.48
H 1.46 2.28 -7.17  0.41
H 1.61 -0.17 -6.96  0.32
H 1.20 -1.26 -4.77  0.49
H 0.17 -0.92 0.05  0.65
H -0.22 0.47 2.07  0.58
H -0.27 2.93 1.87  0.55
H 0.06 4.00 -0.33  0.46
O 3.33 11.44 0.18  -0.67
C 3.33 10.43 0.85  0.66
C 4.01 10.39 2.18  0.13
C 4.62 11.54 2.66  -0.58
C 5.24 11.53 3.90  -0.47
C 5.25 10.36 4.66  -0.49
C 4.65 9.21 4.18  -0.53
C 4.03 9.22 2.94  0.14
C 3.40 7.96 2.44  0.57
O 3.46 6.93 3.08  -0.67
C 2.71 8.01 1.12  0.08
C 2.10 6.85 0.64  -0.65
C 1.45 6.87 -0.59  -0.12
C 1.40 8.05 -1.33  -0.79
C 2.01 9.20 -0.85  -0.64
C 2.67 9.18 0.37  0.35
H 4.61 12.43 2.05  0.47
H 5.71 12.42 4.27  0.40
H 5.73 10.36 5.63  0.40
H 4.66 8.30 4.77  0.48
H 2.15 5.95 1.22  0.57
H 0.99 5.97 -0.97  0.44
H 0.89 8.06 -2.28  0.45
H 1.98 10.12 -1.42  0.47
O -0.20 0.53 -8.97  -0.60
C -0.61 0.18 -10.06  0.32
C -1.23 1.16 -11.00  0.16
C -1.34 2.49 -10.61  -0.49
C -1.90 3.42 -11.47  -0.55
C -2.35 3.02 -12.72  -0.47
C -2.26 1.70 -13.11  -0.61
C -1.70 0.76 -12.25  0.29
C -1.63 -0.66 -12.68  0.56
O -2.08 -1.02 -13.75  -0.67
C -0.98 -1.64 -11.76  0.37
C -0.87 -2.96 -12.15  -0.71
C -0.26 -3.88 -11.31  -0.44
C 0.24 -3.48 -10.08  -0.66
C 0.13 -2.16 -9.68  -0.26
C -0.49 -1.23 -10.51  0.19
H -0.98 2.79 -9.63  0.52
H -1.97 4.46 -11.17  0.41
H -2.78 3.75 -13.40  0.39
H -2.62 1.38 -14.08  0.48
H -1.26 -3.27 -13.11  0.48
H -0.17 -4.92 -11.61  0.39
H 0.72 -4.19 -9.42  0.43
H 0.51 -1.83 -8.72  0.46
O -3.03 2.17 2.78  -0.61
C -4.00 2.63 3.36  0.42
C -5.11 3.28 2.61  0.08
C -5.04 3.34 1.22  -0.62
C -6.07 3.93 0.51  -0.53
C -7.17 4.45 1.17  -0.50
C -7.24 4.40 2.55  -0.58
C -6.21 3.81 3.28  0.34
C -6.30 3.78 4.77  0.51
O -7.23 4.29 5.35  -0.68
C -5.19 3.11 5.51  0.54
C -5.26 3.04 6.90  -0.64
C -4.26 2.41 7.61  -0.47
C -3.18 1.84 6.94  -0.61
C -3.10 1.91 5.56  -0.92
C -4.11 2.55 4.84  0.16
H -4.18 2.93 0.72  0.59
H -6.01 3.97 -0.57  0.41
H -7.98 4.90 0.61  0.39
H -8.09 4.80 3.08  0.48
H -6.11 3.48 7.41  0.49
H -4.31 2.35 8.69  0.39
H -2.39 1.34 7.49  0.45
H -2.26 1.48 5.02  0.91

=====

# C8H10N2OS

A cluster of 2 separate species, C8H10N2OS in total at a distorted geometry (ωB97M-V/def2-TZVPD, the Open Molecules 2025 dataset).

HOMO-LUMO gap = 7.82 eV
HOMO = -7.1096 eV
Lowest unoccupied orbital energy = 0.711 eV
Structure (SMILES) = C1=CS/C(=C/C2CC2)N1.N=C=O
Max |F| = 4.6 eV/Å
Energy above the lowest of the compared OMol25 structures with the same formula, charge and spin = 2.7063 eV
2S+1 = 1

Each line ends with the Mulliken charge.
Geometry (Å):
C -1.75 0.84 -3.05  -0.36
C -1.61 -0.29 -3.73  -0.33
S -0.76 -1.50 -2.68  -0.18
C -0.58 -0.28 -1.45  0.32
C 0.07 -0.58 -0.39  -0.63
C 0.15 0.30 0.85  0.11
C 0.08 -0.30 2.27  -0.60
C 1.38 0.21 1.83  -0.51
N -1.23 0.92 -1.77  -0.15
H -2.27 1.72 -3.44  0.35
H -2.00 -0.56 -4.74  0.37
H 0.60 -1.46 -0.52  0.32
H -0.08 1.37 0.65  0.10
H -0.15 -1.35 2.11  0.25
H -0.30 0.11 3.22  0.25
H 1.50 1.18 2.34  0.23
H 2.32 -0.36 1.68  0.15
H -0.87 1.70 -1.23  0.26
N 3.74 -2.44 -0.19  -0.53
C 3.65 -1.36 -0.72  0.68
O 3.93 -0.35 -1.28  -0.43
H 2.97 -2.69 0.45  0.32

=====

# C2H3NO2S

A cluster of 2 separate species, C2H3NO2S in total at a distorted geometry (ωB97M-V/def2-TZVPD, the Open Molecules 2025 dataset).

HOMO-LUMO gap = 7.71 eV
HOMO = -9.1104 eV
Lowest unoccupied orbital energy = -1.396 eV
Max |F| = 8.4 eV/Å
Energy above the lowest of the compared OMol25 structures with the same formula, charge and spin = 9.1581 eV
2S+1 = 1

Each line ends with the Mulliken charge.
Geometry (Å):
C 0.54 -0.17 0.04  0.14
C -2.22 0.03 0.15  0.14
H 3.51 0.02 -0.95  0.39
H 0.03 0.90 0.53  0.25
H -3.13 -0.52 0.84  0.27
N 1.80 -0.56 -0.36  -0.28
O 2.54 0.50 0.24  -0.42
O -2.20 1.21 -0.38  -0.42
S -0.87 -1.41 -0.10  -0.07

=====

# C5H14N2

The molecule C5H14N2 at a distorted geometry (ωB97M-V/def2-TZVPD, the Open Molecules 2025 dataset).

HOMO-LUMO gap = 9.63 eV
HOMO = -8.4976 eV
Lowest unoccupied orbital energy = 1.135 eV
Structure (SMILES) = CCNC[C@H](C)N
Max |F| = 2.3 eV/Å
Energy above the lowest of the compared OMol25 structures with the same formula, charge and spin = 1.1833 eV
2S+1 = 1

Each line ends with the Mulliken charge.
Geometry (Å):
C 2.51 0.06 -1.83  -1.35
C 1.87 0.47 -0.52  -0.19
N 0.74 -0.43 -0.26  -0.25
C 0.08 -0.29 1.02  -0.89
C -1.45 -0.29 0.82  0.43
C -1.89 0.85 -0.14  -1.35
N -2.29 -0.58 1.96  -0.67
H 1.81 -0.04 -2.69  0.31
H 3.39 0.63 -2.09  0.39
H 2.95 -0.94 -1.71  0.35
H 2.61 0.31 0.30  0.30
H 1.43 1.47 -0.60  0.29
H 1.03 -1.38 -0.44  0.26
H 0.31 0.56 1.64  0.39
H 0.38 -1.16 1.64  0.25
H -1.61 -1.15 0.16  0.15
H -1.22 0.85 -1.00  0.36
H -1.97 1.87 0.26  0.32
H -2.88 0.51 -0.46  0.39
H -2.80 -1.45 1.96  0.26
H -3.02 0.12 1.97  0.26

=====

no.,E_tot (Ha)
1,-4308.61707
2,-893.67581
3,-681.12277
4,-308.37957